{
  "formula": "C20H28CoN2Si",
  "method": "ωB97M-V/def2-TZVPD",
  "lumo_ev": [0.358, 0.109],
  "relative_energy_kcal_mol": 135.03,
  "e_homo_ev": [-5.12, -7.22],
  "multiplicity": 4,
  "e_tot_ev": -69671.119,
  "elements": ["C", "C", "C", "H", "C", "C", "H", "H", "H", "H", "Co", "C", "H", "H", "H", "Si", "C", "C", "H", "C", "H", "C", "H", "C", "H", "C", "H", "C", "C", "H", "C", "H", "C", "H", "C", "H", "C", "H", "H", "H", "N", "C", "C", "N", "H", "H", "H", "H", "H", "H", "H", "H"],
  "positions_angstrom": [[0.9154, 1.4327, 0.3107], [-0.1821, 1.4556, -0.5376], [-1.3166, 0.8695, 0.1509], [-0.2322, 1.9024, -1.5305], [-0.8658, 0.5924, 1.5151], [0.5149, 0.9629, 1.5881], [1.1224, 1.0302, 2.4963], [1.9241, 1.7810, 0.0633], [-2.3553, 1.0392, -0.1071], [-1.5116, 0.4196, 2.3729], [-1.0601, -1.1408, -0.2576], [-1.2355, -2.4825, -1.4680], [-2.3111, -2.6389, -1.6266], [-0.8718, -3.4704, -1.2242], [-0.7341, -2.2546, -2.4392], [0.2576, 0.4029, -3.9677], [1.6183, -0.8198, -4.1081], [2.6711, 0.0980, -4.3421], [2.4776, 1.1828, -4.3129], [3.9213, -0.3312, -4.6492], [4.6733, 0.4343, -4.8482], [4.2097, -1.6786, -4.7934], [5.2107, -2.0056, -5.1212], [3.1875, -2.6003, -4.5092], [3.4166, -3.6599, -4.6058], [1.8858, -2.1994, -4.1877], [1.1074, -2.9522, -4.0073], [-1.4550, 0.3284, -4.5503], [-0.9592, 1.0311, -5.6963], [-0.2083, 0.5926, -6.3641], [-1.6593, 2.2060, -6.0710], [-1.2290, 2.8506, -6.8444], [-2.8546, 2.5294, -5.4585], [-3.3758, 3.4484, -5.7232], [-3.3789, 1.7779, -4.3930], [-4.3259, 2.0500, -3.9057], [-2.6825, 0.6373, -3.9268], [-3.0433, -0.0256, -3.1260], [-0.8664, -0.6039, -1.7054], [0.5178, 1.6992, -3.5785], [0.8840, -1.5838, 0.0652], [0.9020, -2.6914, 1.1175], [-0.4263, -2.6817, 1.9455], [-1.6102, -2.2637, 1.1484], [1.3566, -1.8812, -0.7866], [1.4769, -0.8157, 0.4173], [0.9837, -3.6504, 0.5902], [1.7908, -2.5483, 1.7964], [-0.5771, -3.7069, 2.3794], [-0.3004, -1.9362, 2.7514], [-2.3284, -1.8348, 1.6945], [-2.0690, -3.1090, 0.7779]],
  "atomic_forces_ev_per_a": [[0.3, 0.6, 0.2], [-0.6, -0.3, 0.2], [0.8, 0.7, 1.2], [0.1, -0.4, 0.3], [1.0, 1.0, -0.7], [-1.2, 0.0, 0.1], [-0.2, -0.3, -0.4], [-0.5, -0.1, 0.1], [0.0, 0.0, -0.1], [0.1, -0.2, -0.2], [0.8, 4.5, -1.2], [-0.2, -1.7, -3.6], [0.0, 0.1, -0.5], [0.5, -0.5, 0.8], [-0.8, -0.8, 0.3], [-1.8, -3.0, 0.4], [0.2, 1.3, -0.2], [-0.3, -0.2, 0.3], [0.2, -0.6, 0.0], [1.5, 0.5, -0.6], [0.0, -0.3, 0.0], [-0.2, -0.6, 0.3], [-0.7, 0.1, 0.3], [0.3, 0.0, -0.4], [-0.1, 0.1, 0.1], [0.1, 0.3, 0.1], [0.3, 0.4, -0.1], [0.2, -0.7, -0.2], [-1.4, 0.4, 0.0], [-0.2, 0.2, 0.3], [0.2, 0.1, -0.5], [-0.4, -0.2, 0.1], [0.3, 0.6, 0.5], [0.2, -0.2, -0.1], [-0.1, -1.6, 0.5], [0.4, 0.0, -0.4], [0.2, 0.9, -0.9], [0.2, 0.7, -0.1], [-0.3, -0.1, 0.9], [0.9, 1.7, 0.7], [1.6, -0.8, 1.4], [0.0, 0.6, -0.6], [0.7, -0.1, 0.8], [-0.4, -2.9, 0.9], [-0.2, -0.3, 0.1], [-0.7, -0.1, -0.2], [0.1, 0.2, 0.2], [-1.0, -0.4, -0.6], [0.1, 1.0, -0.2], [-0.2, -0.5, -0.3], [-0.2, 0.4, 0.8], [0.4, 0.4, 0.0]],
  "lowdin_charge": [-0.182, -0.168, -0.273, 0.058, -0.185, -0.161, 0.090, 0.094, 0.095, 0.088, 0.336, -0.266, 0.019, 0.006, -0.016, 0.778, -0.278, -0.178, 0.082, -0.112, 0.109, -0.086, 0.109, -0.093, 0.099, -0.088, 0.103, -0.315, -0.224, 0.100, -0.093, 0.104, -0.105, 0.100, -0.088, 0.100, -0.089, 0.098, 0.067, -0.012, -0.021, -0.171, -0.195, -0.067, 0.096, 0.074, 0.101, 0.124, 0.122, 0.107, 0.096, 0.111]
}